[1]
Formula: C37H34BCl2F3N10Re
Source: the OMol25 dataset
Level of theory: ωB97M-V/def2-TZVPD

Structure (XYZ):
```
88
Properties=species:S:1:pos:R:3:forces:R:3:lowdin_charge:R:1
C -0.1213 2.7937 -1.7715 0.0 0.3 -0.2 -0.321
H -3.0884 -2.4217 5.9733 0.0 0.0 0.2 0.102
C -3.9026 -3.7643 4.5201 0.0 0.0 0.1 -0.105
C -4.3210 1.3320 -4.5591 -0.2 -0.1 -0.1 0.013
H 3.9107 0.7462 2.6312 0.0 0.0 0.0 0.095
C 0.4913 -1.9357 4.7832 0.0 -0.1 -0.1 -0.078
F -5.7076 -0.6832 -6.9384 0.1 -0.1 0.1 0.147
C -1.1179 3.3260 -0.8101 -0.1 -0.2 0.1 -0.021
C -4.0025 -2.9479 2.2655 0.3 0.5 0.0 -0.045
Cl 0.5382 -3.0128 2.3016 0.0 -0.2 0.1 0.765
C 0.3416 -0.8717 5.6583 0.0 0.0 -0.3 -0.034
C -0.0146 0.3880 5.1996 -0.1 0.1 -0.1 -0.084
N 2.4337 0.2157 -0.3126 -0.9 0.0 0.2 -0.038
H -2.6859 -0.6106 4.3490 0.1 0.2 0.1 0.097
H 0.7660 -2.9099 5.1533 0.0 -0.1 0.0 0.118
C 3.0502 0.3701 2.0862 -0.2 0.0 0.0 -0.012
F -5.9175 1.4524 -6.7877 0.2 0.2 0.1 0.146
H 1.5262 -0.7031 -7.7435 0.0 0.0 -0.1 0.081
N 2.0509 0.1105 -5.1750 -1.0 -0.2 -0.4 0.106
H 1.9032 2.6014 -4.3177 0.2 -0.1 -0.2 0.131
C -3.4208 -1.7327 2.6710 -0.3 -0.8 0.8 -0.333
C -3.5253 1.2598 -3.4357 0.0 -0.1 0.1 0.000
C -3.1001 -1.5534 4.0282 -0.1 0.0 -0.6 -0.055
C -2.6466 0.0750 -1.5357 0.4 -0.1 0.7 -0.077
H 5.0869 0.1674 -2.1160 0.1 0.0 -0.2 0.112
C 1.4728 -2.1837 -3.5452 -0.2 -0.1 0.2 -0.018
C -0.2033 0.5908 3.8470 0.2 -0.2 -0.3 -0.617
H -1.0790 -4.1726 -1.1312 0.0 0.0 0.1 0.094
H -1.1561 -2.6705 -0.1746 -0.1 -0.1 0.0 0.033
C -5.2650 -0.8240 -4.0172 0.0 0.2 -0.1 0.008
C -0.0723 -2.5279 -2.0081 0.0 -0.3 -0.2 -0.307
N 0.4517 -1.3125 -1.8206 -0.1 0.8 1.3 -0.044
H 4.8634 0.7667 -6.6760 0.2 0.1 -0.1 0.104
C -4.4725 -0.8929 -2.8884 0.0 0.0 0.0 -0.005
C -4.2416 -3.9440 3.1836 0.1 0.0 0.4 -0.095
Re 0.2138 0.0736 -0.1214 -0.7 -0.7 -0.8 1.670
N 0.4223 1.5755 -1.6671 -0.1 -0.2 0.7 -0.074
N -3.2116 -0.7437 1.7714 0.1 0.7 -0.7 0.119
H -2.1043 2.9111 -1.0133 -0.1 0.0 0.0 0.071
H -4.1012 -4.5422 5.2402 0.0 -0.1 0.1 0.096
H 0.1893 4.4139 -3.2409 -0.1 0.2 -0.1 0.113
N 1.2862 1.4164 -2.6846 0.2 0.1 -0.4 0.035
C 0.4113 3.4279 -2.8937 -0.1 -0.3 0.2 0.019
F -7.3402 0.1598 -5.8222 0.0 0.0 0.2 0.150
N 3.0679 0.1855 -1.5087 0.7 0.0 -0.4 0.040
H -1.1699 4.4072 -0.8985 0.0 0.1 0.1 0.092
C 4.6306 0.2853 0.0488 -0.3 0.0 0.1 0.018
B 2.2205 0.1898 -2.7994 -0.4 -0.1 -0.1 -0.657
H 0.3768 -4.0922 -3.4997 -0.1 -0.2 -0.1 0.114
H 2.1570 -2.2288 -4.3660 0.1 0.1 -0.2 0.129
H -2.1284 -2.8524 -1.6423 -0.1 0.0 0.1 0.078
C -1.7452 0.0666 -0.7144 0.6 0.1 -0.1 -0.188
C 3.3649 0.2885 0.6384 0.6 0.0 0.2 -0.311
C 4.1340 0.5714 -4.6140 0.3 0.1 -0.1 -0.063
C -3.5825 0.1435 -2.5937 -0.3 0.1 -0.6 -0.228
H -4.6984 -4.8707 2.8709 0.0 -0.1 -0.1 0.104
C 2.1116 0.2088 -7.6419 -0.2 0.0 0.0 -0.023
H -0.1406 1.2032 5.8939 0.0 0.1 0.0 0.118
C 4.3933 0.2142 -1.3051 -0.3 0.0 0.2 -0.014
C -0.0019 -0.4559 2.9118 -0.1 -0.3 1.7 -0.469
C 1.2928 2.5209 -3.4417 -0.2 0.0 0.2 -0.010
C -5.1849 0.2850 -4.8535 0.0 0.1 0.0 -0.101
C 0.5598 -3.1167 -3.1025 0.0 0.2 0.2 0.021
H -2.8395 2.0608 -3.2079 0.1 0.1 0.0 0.109
C -1.1701 -3.0905 -1.1811 0.0 0.2 0.1 -0.025
H 4.9695 0.7766 -3.9796 0.2 0.0 0.1 0.099
H 2.2074 1.0395 2.2551 0.0 0.0 0.1 0.062
H 5.5738 0.3402 0.5531 0.2 0.0 0.1 0.116
N 1.3856 -1.1042 -2.7593 0.4 -0.1 -0.5 0.025
H -4.5353 -1.7569 -2.2438 0.0 0.0 0.1 0.115
H -5.9395 -1.6308 -4.2623 -0.1 -0.1 0.0 0.131
C 0.3089 -1.7399 3.4283 0.0 0.4 -0.2 -0.603
H 1.4474 1.0566 -7.8106 0.0 0.0 -0.1 0.082
H -0.8542 3.0560 0.2136 0.0 0.1 0.0 0.052
Cl -0.6517 2.1350 3.2307 0.0 0.1 0.1 0.745
N -0.0016 -0.2304 1.5995 0.6 0.5 -2.2 -0.193
C -3.3348 -2.5645 4.9333 -0.2 -0.4 -0.1 -0.097
H 0.5163 -1.0215 6.7105 0.0 0.0 0.2 0.121
H 2.8916 0.2245 -8.3995 -0.1 0.0 -0.1 0.079
H -2.6823 0.0733 2.0249 -0.1 -0.1 -0.1 0.065
H -4.2633 -3.0843 1.2265 -0.1 0.0 -0.2 0.102
C -6.0344 0.3140 -6.0956 -0.3 -0.1 -0.4 -0.591
C 4.0687 0.5865 -5.9831 0.1 0.0 0.2 -0.009
H -3.3380 -0.9119 0.7863 0.1 0.1 0.2 0.053
C 2.7261 0.2930 -6.2912 0.4 0.1 0.4 -0.345
N 2.9030 0.2679 -4.1363 0.4 0.0 -0.1 -0.015
H -4.2652 2.1909 -5.2095 0.0 0.0 -0.1 0.125
H 2.7969 -0.6153 2.4777 0.0 0.0 0.1 0.083
```
Positions in Å, forces in eV/Å.

Summary:
Charge: +1
Frontier orbital gap (alpha / beta): 5.0 / 5.0 eV
Maximum force: 2.307 eV Å⁻¹
<S²>: 2.12
Spin multiplicity: 3
LUMO level (alpha / beta): -4.611 / -4.636 eV

***

[2]
Formula: C37H34BrCl2GeN3O5S2SbSe4V
Source: the OMol25 dataset
Level of theory: ωB97M-V/def2-TZVPD

Structure (XYZ):
```
91
Properties=species:S:1:pos:R:3:forces:R:3:lowdin_charge:R:1
O 2.1887 0.3267 1.3232 -0.3 0.7 -0.7 -0.140
V 0.5119 0.2593 2.3088 0.5 -4.5 -2.0 0.318
H -4.5406 1.6853 1.9732 0.0 0.0 0.0 0.127
S 0.4334 -4.3375 0.5272 0.1 -0.1 0.1 0.981
H 1.1230 3.0353 0.0060 -0.1 0.1 0.0 0.125
H 0.9668 5.4539 -7.2609 0.0 0.0 0.0 0.101
N 0.4506 -1.9257 1.6348 -0.2 -0.1 0.1 -0.080
C -4.2940 0.6552 1.7578 0.4 0.3 0.0 -0.019
C 2.4221 2.1288 -1.5249 -0.1 -0.1 0.7 -0.207
C -0.7349 1.4792 -2.3779 -0.3 -0.1 0.1 -0.280
C -2.4780 -3.4112 7.0691 0.0 0.1 0.1 -0.071
C -2.9932 0.1880 1.7305 0.2 -0.4 0.1 -0.542
H 1.4379 -5.5940 -1.2163 0.0 0.0 0.0 0.081
H -2.2944 -1.3959 7.8231 0.0 0.0 0.0 0.105
C 0.2489 3.5839 -6.4827 0.0 0.0 0.1 -0.084
H -0.1009 -0.8144 -4.4109 0.0 0.0 0.0 0.088
H -1.1672 -0.5724 5.7914 0.1 0.0 0.0 0.122
N -0.2223 -2.6734 2.6018 0.2 0.0 -0.4 0.030
O 0.2982 0.5450 0.2559 0.8 0.6 0.8 -0.137
H -2.9422 -3.7918 7.9719 0.0 0.0 -0.1 0.107
C -2.7415 2.7188 -1.8270 0.1 0.0 0.0 -0.076
C -1.4743 0.2986 -2.3167 0.0 0.1 0.1 -0.112
H 3.2082 1.3720 -1.5052 0.1 0.1 -0.1 0.066
C 2.8787 -2.2306 -5.1569 0.0 0.0 0.0 -0.101
C 1.8437 4.1119 -4.2728 -0.1 0.0 -0.1 -0.101
H -3.4025 -0.5954 -2.0370 0.0 0.0 0.0 0.101
Se 3.7472 3.7329 6.0742 -0.1 -0.4 0.1 0.129
H 3.8635 0.4509 -3.3515 0.0 0.0 0.0 0.095
H -0.3782 3.3754 -7.3412 0.0 0.0 0.0 0.102
Se 2.3811 5.7341 2.9517 -0.1 -0.6 -0.1 -0.133
Se 0.1984 4.7321 6.2747 0.2 -0.5 -0.1 -0.069
C -2.8380 0.3284 -2.0522 0.1 0.0 0.0 -0.085
C 1.5033 -2.0413 -5.1057 0.0 0.0 0.0 -0.090
H -0.9480 -4.2412 3.1368 0.0 0.0 0.0 0.047
C -2.2593 -4.2656 6.0087 0.0 -0.1 0.0 -0.011
H 2.3711 -3.4328 -2.4663 0.0 0.0 0.0 0.069
H 3.0627 -3.8103 -0.8694 0.0 -0.1 0.0 0.087
H 0.2334 -4.4566 -1.8589 0.0 0.0 -0.1 0.078
O -0.0013 -0.6889 3.7077 -1.0 -1.6 0.9 -0.322
C 1.0024 4.7523 -6.4362 0.0 0.0 0.0 -0.092
H -5.6927 -2.3403 1.0290 0.1 0.0 -0.1 0.120
C 0.3013 2.6841 -5.4274 0.1 0.1 0.1 -0.104
C 2.1505 -3.5570 -1.4062 0.0 0.0 0.0 -0.480
C 3.7199 -1.3279 -4.5210 0.0 0.0 0.1 -0.085
H 2.7653 2.6563 0.5634 0.1 0.1 0.1 0.119
C -1.4768 -1.6051 5.8591 0.0 -0.1 0.1 -0.009
C 0.9729 -0.9566 -4.4164 0.1 0.0 0.0 -0.117
H 4.7938 -1.4576 -4.5723 0.0 0.0 0.0 0.104
C -3.4747 1.5391 -1.8163 0.0 0.0 0.0 -0.093
C -1.2160 -2.4628 4.7841 0.2 0.0 0.0 -0.075
C 1.4608 1.0101 0.4898 0.9 -0.1 -0.7 -0.703
C 1.7956 5.0176 -5.3308 0.0 -0.1 0.1 -0.087
C -4.9337 -1.5885 1.2144 0.0 -0.2 0.0 0.006
H 2.4642 4.3481 -3.4167 0.0 0.0 0.0 0.084
C -1.3837 2.6877 -2.1209 -0.1 -0.1 0.0 -0.098
Br -1.5308 1.3926 2.2683 -3.6 0.7 -0.4 0.967
Se 0.9231 2.0605 3.3349 1.1 2.7 1.7 0.335
C 3.1843 -0.2479 -3.8269 -0.1 -0.1 0.0 -0.107
H 2.8689 3.0608 -1.8619 0.1 0.0 0.0 0.058
C 1.9401 2.3218 -0.0555 0.1 -0.5 -0.8 -0.131
H 2.3790 5.9292 -5.2876 0.0 0.0 0.0 0.102
C 1.0567 -4.5754 -1.1569 0.0 0.0 0.0 -0.504
H 4.3521 0.8519 5.4592 0.0 0.0 0.1 -0.030
H 3.2917 -3.0693 -5.7035 0.0 0.0 0.0 0.103
O -1.4552 -4.6825 3.8478 0.1 0.0 0.0 0.064
H -0.2941 1.7771 -5.4731 0.0 0.0 0.0 0.099
C 0.7826 -2.6235 0.5992 -0.1 0.1 0.3 -0.839
C -2.1059 -2.0676 6.9968 0.0 0.0 -0.1 -0.077
C -0.4680 -1.9606 3.6362 0.3 0.7 0.2 -0.354
H -0.9827 -0.6574 -2.4512 0.0 0.0 0.0 0.080
H -7.1719 -0.5553 1.2863 0.0 0.0 0.0 0.118
O -6.5618 0.1698 1.4635 0.0 0.0 0.1 0.087
Cl 5.5842 -0.4760 3.9441 -0.1 0.1 0.0 0.511
H -2.5574 -5.3058 6.0456 0.0 0.0 0.0 0.120
H -3.2298 3.6641 -1.6254 0.0 0.0 0.0 0.105
H 0.8425 -2.7310 -5.6159 0.0 0.0 0.0 0.103
C 1.8022 -0.0474 -3.7536 0.1 -0.2 -0.1 -0.281
C -1.6324 -3.8061 4.8520 0.0 0.1 0.0 -0.259
C 4.1290 0.3511 4.5292 0.1 -0.2 -0.1 -1.029
C -3.5941 -1.9244 1.2186 0.1 0.1 0.1 -0.107
Cl 2.7929 -0.7799 4.8137 0.2 0.0 0.0 0.570
H -3.2729 -2.9403 1.0174 0.0 0.0 0.0 0.118
H -4.5420 1.5662 -1.6305 0.0 0.0 0.0 0.102
H 3.8077 1.0532 3.7730 0.0 0.1 -0.1 -0.013
C -5.2863 -0.2720 1.4788 -0.2 0.1 -0.1 -0.313
Sb 1.7976 4.0883 4.6010 0.4 2.4 0.5 -0.320
H -0.8302 3.6204 -2.1638 0.0 0.0 0.0 0.108
Ge 1.1286 1.5732 -2.8968 0.1 0.3 -0.3 1.014
S 1.5591 -1.9579 -0.8084 -0.1 0.2 0.1 1.008
C 1.1023 2.9313 -4.3065 0.1 0.1 -0.2 -0.268
N -2.6200 -1.0471 1.4827 0.0 0.3 0.0 0.066
```
Positions in Å, forces in eV/Å.

Summary:
Frontier orbital gap (alpha / beta): 5.5 / 5.4 eV
Maximum force: 4.980 eV Å⁻¹
<S²>: 2.07
Spin multiplicity: 3
LUMO level (alpha / beta): -1.918 / -2.014 eV

***

Question: What is the maximum force in the first record?
Answer: 2.307 eV Å⁻¹

***

Question: Among the records above, which one has the lowest <S²>?
Answer: C37H34BrCl2GeN3O5S2SbSe4V

***

Question: Which of these has the highest <S²>?
Answer: C37H34BCl2F3N10Re